The molecule C25H21FN6O2S. Source: the OMol25 dataset; level of theory: the ωB97M-V functional and the def2-TZVPD basis.

Geometry (Å):
S 2.91577 2.12545 -0.49352
F -1.65245 -0.52991 -1.84001
O -5.91007 -0.42590 -1.28808
O 0.19556 3.62176 -1.47698
N -4.10039 1.02388 -1.28659
N -4.74619 0.15964 0.62765
N -0.15702 3.19595 0.73893
N 1.02015 0.13300 -0.52391
N 0.42949 0.10440 1.58842
N 1.40968 0.99751 1.46316
C -1.82117 2.00496 1.96482
C -1.38766 2.51918 0.73960
C -5.03173 0.17967 -0.72209
C 4.15629 -1.89841 1.27949
C 2.07589 3.69008 -0.00201
C 0.60303 3.52284 -0.34105
C -2.10382 2.28394 -0.43153
C -0.87737 -1.39710 0.23650
C 1.32035 -0.26646 -1.87248
C -2.13915 -3.20815 1.22519
C 4.37864 -0.82182 -1.25844
C -3.00378 -3.21823 0.14173
C -2.82231 -2.31733 -0.89166
C 5.29320 -1.19304 0.92652
C -3.22510 1.48632 -0.32951
C 1.76982 1.01028 0.20803
C 0.18628 -0.41976 0.40855
C -1.09452 -2.30676 1.27350
C 2.07414 -1.60782 -1.86795
C -2.94888 1.20925 2.06027
C 5.40500 -0.65975 -0.34615
C 3.13138 -2.06332 0.36472
C 3.23176 -1.52491 -0.91121
C -3.64042 0.93978 0.89648
C -1.77133 -1.42233 -0.83008
H 2.53411 4.45531 -0.62517
H -1.77083 2.67788 -1.37588
H 1.39253 -2.40623 -1.56508
H 0.31896 3.13860 1.63120
H 1.95381 0.51741 -2.29692
H 6.08995 -1.05792 1.64246
H -3.49475 -2.28443 -1.73430
H -5.27132 -0.37560 1.29650
H 2.41979 -1.81011 -2.88241
H 4.46485 -0.39627 -2.24779
H 6.28923 -0.10774 -0.62704
H -1.23796 2.19993 2.85096
H 0.40722 -0.33486 -2.46110
H -3.25769 0.79898 3.00771
H 4.06138 -2.31493 2.27115
H -3.82527 -3.91612 0.10172
H -0.42645 -2.27440 2.11934
H 2.24211 -2.61145 0.64662
H -4.03935 1.20724 -2.27324
H 2.27021 3.87106 1.05313
H -2.28361 -3.90318 2.03789

Results
SMILES	O=C(CSc1nnc(-c2ccccc2F)n1CCc1ccccc1)Nc1ccc2[nH]c(=O)[nH]c2c1
gap between HOMO and LUMO	8.1	eV
multiplicity	1
charge	0
LUMO energy	0.019	hartree

=====

A structure of composition C5H14NO2. Source: the OMol25 dataset; level of theory: the ωB97M-V functional and the def2-TZVPD basis.

Geometry (Å):
O 0.20305 1.02481 -2.66822
O 2.35554 2.23490 -1.82551
N -2.31384 -1.20249 2.17833
C -0.49572 0.29022 -0.33023
C -0.47303 0.08035 -1.88452
C 0.76233 -0.42565 2.62571
C 0.47715 -1.36042 1.46335
C -0.56590 -0.95797 0.45167
H 2.20948 2.93487 -2.45371
H -2.38765 -0.30503 2.71679
H -0.20927 -1.34194 2.55788
H -1.39449 0.93412 -0.13750
H 1.66242 -0.53544 3.22441
H -1.52590 0.00542 -2.22302
H 0.33034 0.59245 2.48311
H -0.54531 -1.88619 -0.10785
H -1.43306 -1.14525 1.07333
H -0.07010 -0.90406 -2.00795
H 0.46454 0.61963 -0.21529
H -2.31006 -1.95509 2.84005
H 1.17145 -2.08669 1.04774
H 1.53673 1.65373 -2.05237

Results
gap between HOMO and LUMO	5.4	eV
multiplicity	1
charge	-1
LUMO energy	0.079	hartree
energy above the lowest of the compared OMol25 structures with the same formula, charge and spin	740.7	kJ/mol

=====

A cluster of 5 separate species, C10H18Br6N2 in total. Source: the OMol25 dataset; level of theory: the ωB97M-V functional and the def2-TZVPD basis.

Geometry (Å):
Br -22.17480 2.62737 0.56245
Br -13.19280 -2.40290 -3.50786
Br -19.28104 1.35762 5.94851
Br -22.89007 -1.20247 -2.09660
Br -23.19510 0.19362 3.59583
Br -16.91470 0.07721 -3.93524
N -16.08935 -3.41670 -0.39767
N -19.80933 -0.99096 1.70133
C -21.19889 0.94693 5.43576
C -19.15365 -1.00086 0.72979
C -14.41474 -4.45607 1.22785
C -22.51903 0.62316 -1.43867
C -14.42310 -0.98758 -3.07571
C -15.32708 -3.88785 0.26660
C -15.77378 -1.46577 -3.52461
C -21.25018 0.47109 4.01813
C -22.45519 0.73119 0.12710
C -18.29132 -1.02614 -0.47081
H -14.77979 -5.42240 1.57574
H -21.68987 1.91405 5.54401
H -16.26362 -2.12622 -2.80909
H -21.56713 0.25060 0.53757
H -23.25122 1.33770 -1.81474
H -17.22623 -1.10555 -0.25317
H -23.38685 0.52271 0.65308
H -14.08495 -3.68236 1.92118
H -20.87137 1.21088 3.31293
H -21.58731 0.29213 6.21580
H -14.05837 -0.13695 -3.65148
H -18.60695 -1.79451 -1.17656
H -20.69366 -0.45980 3.90931
H -21.69170 0.96276 -2.06180
H -14.37292 -0.75018 -2.01307
H -13.47455 -4.70610 0.73629
H -18.44235 -0.08736 -1.00372
H -15.77632 -2.06596 -4.43448

Results
SMILES	BrCCBr.BrCCBr.BrCCBr.CC#N.CC#N
gap between HOMO and LUMO	10.3	eV
multiplicity	1
charge	0
LUMO energy	0.011	hartree
energy above the lowest of the compared OMol25 structures with the same formula, charge and spin	0.0	kJ/mol

=====

A cluster of 5 separate species, H10O5 in total. Source: the OMol25 dataset; level of theory: the ωB97M-V functional and the def2-TZVPD basis.

Geometry (Å):
O 1.31674 1.86788 -1.82636
O 0.75282 0.67921 2.63072
O -0.52014 -1.53321 -0.82106
O -4.91821 -0.62437 0.04507
O 3.49802 -0.27251 -0.09005
H -4.31813 -0.15300 0.65622
H 1.34312 1.36502 2.32479
H 1.88645 1.25186 -1.37069
H 2.89135 -0.99117 0.10525
H 0.42456 0.20576 1.83574
H -0.30014 -2.42578 -0.60464
H 3.95682 -0.30756 0.74182
H 0.84004 1.42694 -2.51396
H -1.47400 -1.45019 -0.61986
H -5.84973 -0.35527 0.11879

Results
SMILES	O.O.O.O.O
gap between HOMO and LUMO	11.3	eV
multiplicity	1
charge	0
LUMO energy	0.008	hartree
energy above the lowest of the compared OMol25 structures with the same formula, charge and spin	136.5	kJ/mol

=====

Copy entry 3 word for word.
A cluster of 5 separate species, C10H18Br6N2 in total. Source: the OMol25 dataset; level of theory: the ωB97M-V functional and the def2-TZVPD basis.

Geometry (Å):
Br -22.17480 2.62737 0.56245
Br -13.19280 -2.40290 -3.50786
Br -19.28104 1.35762 5.94851
Br -22.89007 -1.20247 -2.09660
Br -23.19510 0.19362 3.59583
Br -16.91470 0.07721 -3.93524
N -16.08935 -3.41670 -0.39767
N -19.80933 -0.99096 1.70133
C -21.19889 0.94693 5.43576
C -19.15365 -1.00086 0.72979
C -14.41474 -4.45607 1.22785
C -22.51903 0.62316 -1.43867
C -14.42310 -0.98758 -3.07571
C -15.32708 -3.88785 0.26660
C -15.77378 -1.46577 -3.52461
C -21.25018 0.47109 4.01813
C -22.45519 0.73119 0.12710
C -18.29132 -1.02614 -0.47081
H -14.77979 -5.42240 1.57574
H -21.68987 1.91405 5.54401
H -16.26362 -2.12622 -2.80909
H -21.56713 0.25060 0.53757
H -23.25122 1.33770 -1.81474
H -17.22623 -1.10555 -0.25317
H -23.38685 0.52271 0.65308
H -14.08495 -3.68236 1.92118
H -20.87137 1.21088 3.31293
H -21.58731 0.29213 6.21580
H -14.05837 -0.13695 -3.65148
H -18.60695 -1.79451 -1.17656
H -20.69366 -0.45980 3.90931
H -21.69170 0.96276 -2.06180
H -14.37292 -0.75018 -2.01307
H -13.47455 -4.70610 0.73629
H -18.44235 -0.08736 -1.00372
H -15.77632 -2.06596 -4.43448

Results
SMILES	BrCCBr.BrCCBr.BrCCBr.CC#N.CC#N
gap between HOMO and LUMO	10.3	eV
multiplicity	1
charge	0
LUMO energy	0.011	hartree
energy above the lowest of the compared OMol25 structures with the same formula, charge and spin	0.0	kJ/mol

=====

Q: What is the gap between HOMO and LUMO in the third record?
A: 10.3 eV

=====

Repeat the first record exactly.
The molecule C25H21FN6O2S. Source: the OMol25 dataset; level of theory: the ωB97M-V functional and the def2-TZVPD basis.

Geometry (Å):
S 2.91577 2.12545 -0.49352
F -1.65245 -0.52991 -1.84001
O -5.91007 -0.42590 -1.28808
O 0.19556 3.62176 -1.47698
N -4.10039 1.02388 -1.28659
N -4.74619 0.15964 0.62765
N -0.15702 3.19595 0.73893
N 1.02015 0.13300 -0.52391
N 0.42949 0.10440 1.58842
N 1.40968 0.99751 1.46316
C -1.82117 2.00496 1.96482
C -1.38766 2.51918 0.73960
C -5.03173 0.17967 -0.72209
C 4.15629 -1.89841 1.27949
C 2.07589 3.69008 -0.00201
C 0.60303 3.52284 -0.34105
C -2.10382 2.28394 -0.43153
C -0.87737 -1.39710 0.23650
C 1.32035 -0.26646 -1.87248
C -2.13915 -3.20815 1.22519
C 4.37864 -0.82182 -1.25844
C -3.00378 -3.21823 0.14173
C -2.82231 -2.31733 -0.89166
C 5.29320 -1.19304 0.92652
C -3.22510 1.48632 -0.32951
C 1.76982 1.01028 0.20803
C 0.18628 -0.41976 0.40855
C -1.09452 -2.30676 1.27350
C 2.07414 -1.60782 -1.86795
C -2.94888 1.20925 2.06027
C 5.40500 -0.65975 -0.34615
C 3.13138 -2.06332 0.36472
C 3.23176 -1.52491 -0.91121
C -3.64042 0.93978 0.89648
C -1.77133 -1.42233 -0.83008
H 2.53411 4.45531 -0.62517
H -1.77083 2.67788 -1.37588
H 1.39253 -2.40623 -1.56508
H 0.31896 3.13860 1.63120
H 1.95381 0.51741 -2.29692
H 6.08995 -1.05792 1.64246
H -3.49475 -2.28443 -1.73430
H -5.27132 -0.37560 1.29650
H 2.41979 -1.81011 -2.88241
H 4.46485 -0.39627 -2.24779
H 6.28923 -0.10774 -0.62704
H -1.23796 2.19993 2.85096
H 0.40722 -0.33486 -2.46110
H -3.25769 0.79898 3.00771
H 4.06138 -2.31493 2.27115
H -3.82527 -3.91612 0.10172
H -0.42645 -2.27440 2.11934
H 2.24211 -2.61145 0.64662
H -4.03935 1.20724 -2.27324
H 2.27021 3.87106 1.05313
H -2.28361 -3.90318 2.03789

Results
SMILES	O=C(CSc1nnc(-c2ccccc2F)n1CCc1ccccc1)Nc1ccc2[nH]c(=O)[nH]c2c1
gap between HOMO and LUMO	8.1	eV
multiplicity	1
charge	0
LUMO energy	0.019	hartree